No. 1
The following is a DFT calculation (ωB97M-V/def2-TZVPD) of C34H72BI4N7O6P2S2 as an isolated structure at a distorted geometry.

As for the net charge: 0. The spin multiplicity is 1. The max |F| comes out at 4.50 eV/A.

CARTESIAN COORDINATES (ANGSTROEM)
1 C -1.124 0.387 3.076
2 C -2.516 1.064 3.108
3 C -3.203 0.868 1.754
4 C -3.745 -0.553 1.612
5 N -4.565 -0.836 0.424
6 C -3.879 -0.456 -0.822
7 C -2.679 -1.389 -1.082
8 C -1.314 -0.689 -1.216
9 C -0.651 -0.839 -2.594
10 C -0.799 0.411 -3.478
11 C 0.075 1.545 -2.887
12 I -0.947 3.190 -2.042
13 C 1.406 1.497 -2.836
14 C 2.226 0.353 -3.361
15 I 2.581 2.989 -1.975
16 O -2.162 0.850 -3.176
17 C -3.034 0.502 -4.135
18 O -4.216 0.589 -4.040
19 O -2.363 0.068 -5.210
20 C -0.914 0.181 -5.034
21 B -0.399 -1.210 -5.710
22 C 0.623 -2.287 -5.179
23 O -1.006 -1.442 -6.904
24 C -0.577 1.304 -6.050
25 I 1.487 1.274 -6.656
26 C -1.106 2.717 -5.710
27 C -0.068 3.805 -5.435
28 I -2.223 3.419 -7.431
29 C -5.891 -0.480 0.504
30 S -6.585 0.582 1.536
31 S -6.869 -1.431 -0.646
32 C -7.924 -0.170 -1.391
33 C -7.214 0.556 -2.535
34 C -8.174 1.283 -3.472
35 H -1.077 -0.247 2.194
36 H -0.356 1.149 2.945
37 H -0.942 -0.197 3.974
38 H -2.405 2.134 3.282
39 H -3.140 0.682 3.918
40 H -2.433 1.029 0.991
41 H -3.958 1.629 1.563
42 H -2.892 -1.237 1.593
43 H -4.322 -0.842 2.490
44 H -4.592 -0.608 -1.629
45 H -3.616 0.604 -0.842
46 H -2.903 -1.989 -1.967
47 H -2.602 -2.108 -0.270
48 H -1.368 0.350 -0.898
49 H -0.639 -1.186 -0.515
50 H 0.405 -1.036 -2.421
51 H -1.021 -1.732 -3.103
52 H 2.594 -0.262 -2.538
53 H 3.088 0.754 -3.893
54 H 1.663 -0.216 -4.089
55 H 1.070 -2.109 -4.209
56 H 0.108 -3.253 -5.136
57 H 1.432 -2.402 -5.907
58 H -0.665 -2.246 -7.308
59 H -1.083 0.980 -6.951
60 H -1.827 2.687 -4.899
61 H -0.564 4.680 -5.016
62 H 0.682 3.476 -4.716
63 H 0.385 4.124 -6.370
64 H -8.836 -0.651 -1.746
65 H -8.189 0.550 -0.618
66 H -6.550 1.303 -2.088
67 H -6.564 -0.115 -3.095
68 H -7.593 1.727 -4.281
69 H -8.902 0.588 -3.892
70 H -8.680 2.112 -2.975
71 O -0.517 -2.861 2.177
72 P 0.079 -4.199 2.419
73 N 1.656 -4.133 1.759
74 C 1.866 -4.077 0.322
75 C 2.473 -3.147 2.463
76 N -1.031 -5.227 1.539
77 C -0.706 -5.837 0.265
78 C -2.403 -4.729 1.522
79 N 0.429 -5.312 3.597
80 C 1.535 -6.250 3.572
81 C -0.629 -5.601 4.557
82 H 2.939 -4.037 0.125
83 H 1.393 -3.204 -0.152
84 H 1.510 -4.978 -0.167
85 H 2.545 -3.405 3.523
86 H 2.066 -2.132 2.387
87 H 3.486 -3.147 2.060
88 H -0.563 -5.101 -0.540
89 H -1.522 -6.499 -0.033
90 H 0.184 -6.465 0.335
91 H -2.569 -3.962 0.756
92 H -2.673 -4.294 2.483
93 H -3.084 -5.562 1.335
94 H 1.556 -6.839 2.653
95 H 1.424 -6.938 4.410
96 H 2.501 -5.758 3.688
97 H -1.198 -6.490 4.266
98 H -1.326 -4.763 4.625
99 H -0.219 -5.753 5.557
100 O 4.042 2.382 4.018
101 P 5.060 3.263 3.391
102 N 6.117 3.741 4.647
103 C 5.679 4.665 5.683
104 C 6.815 2.589 5.209
105 N 4.055 4.546 2.759
106 C 3.984 5.867 3.353
107 C 2.726 4.100 2.355
108 N 6.191 3.339 2.175
109 C 7.410 4.123 2.203
110 C 5.772 2.861 0.865
111 H 6.504 4.830 6.377
112 H 4.814 4.299 6.251
113 H 5.442 5.639 5.270
114 H 7.397 2.085 4.431
115 H 6.128 1.856 5.649
116 H 7.515 2.916 5.977
117 H 3.545 5.861 4.360
118 H 3.363 6.509 2.724
119 H 4.965 6.342 3.394
120 H 2.026 4.024 3.198
121 H 2.775 3.121 1.879
122 H 2.317 4.799 1.622
123 H 7.222 5.173 2.440
124 H 7.873 4.079 1.216
125 H 8.139 3.736 2.915
126 H 5.431 3.688 0.230
127 H 4.950 2.149 0.959
128 H 6.587 2.339 0.359

---

No. 2
The following is a DFT calculation (ωB97M-V/def2-TZVPD) of C36H76BBr2Cl17N5O4P2S2 as an isolated structure at a distorted geometry.

As for the net charge: +1. The spin multiplicity is 1. The max |F| comes out at 2.03 eV/A.

CARTESIAN COORDINATES (ANGSTROEM)
1 C 1.372 3.047 1.147
2 C 0.818 1.621 0.997
3 N 0.085 1.340 -0.223
4 C 0.346 0.659 -1.440
5 P -0.011 2.187 -2.569
6 N -0.031 2.154 -4.119
7 O 1.130 3.160 -1.997
8 O -1.369 2.907 -2.025
9 C 1.844 0.178 -1.661
10 S 2.239 0.133 -3.513
11 B 3.041 1.195 -1.166
12 C 4.015 2.053 -2.084
13 O 3.340 1.269 0.163
14 C 2.201 -1.319 -1.173
15 C 3.090 -2.045 -2.244
16 N 3.651 -3.298 -1.681
17 C 4.943 -3.623 -2.282
18 P 3.426 -1.710 0.340
19 O 4.731 -0.866 -0.228
20 Cl 2.869 -0.592 2.081
21 C 0.969 -2.290 -0.903
22 S 1.342 -3.668 0.305
23 C -0.513 -1.703 -0.689
24 C -0.466 -1.218 0.787
25 C -1.437 -0.386 1.666
26 N -2.309 0.696 1.162
27 C -1.349 -3.013 -0.962
28 Br -1.096 -4.072 -2.570
29 C -2.203 -3.585 -0.095
30 C -2.562 -3.153 1.297
31 Br -3.153 -5.197 -0.491
32 N -0.718 -0.527 -1.699
33 C -0.569 -1.003 -3.103
34 C -2.179 0.003 -1.658
35 C -3.234 -0.924 -1.064
36 C -2.795 0.551 -2.974
37 C -3.753 -0.348 -3.777
38 H 2.040 3.339 0.344
39 H 1.966 3.038 2.065
40 H 0.567 3.772 1.279
41 H 0.115 1.536 1.832
42 H 1.589 0.905 1.257
43 H -0.826 1.758 -0.151
44 H -0.885 2.523 -4.519
45 H 1.293 3.856 -2.670
46 H -1.180 3.449 -1.247
47 H 2.162 1.425 -3.847
48 H 4.717 1.423 -2.637
49 H 4.613 2.741 -1.479
50 H 3.472 2.665 -2.798
51 H 4.295 1.301 0.290
52 H 3.964 -1.454 -2.486
53 H 2.493 -2.341 -3.111
54 H 3.011 -4.062 -1.864
55 H 4.881 -3.806 -3.361
56 H 5.337 -4.523 -1.811
57 H 5.653 -2.821 -2.087
58 H 5.412 -0.922 0.476
59 H 0.961 -2.895 -1.801
60 H 0.114 -3.904 0.783
61 H 0.506 -0.732 0.862
62 H -0.291 -2.081 1.416
63 H -2.031 -1.035 2.311
64 H -0.778 0.083 2.399
65 H -2.245 1.465 1.820
66 H -3.272 0.386 1.219
67 H -3.270 -3.861 1.719
68 H -3.068 -2.195 1.378
69 H -1.726 -3.182 1.997
70 H 0.284 -1.646 -3.254
71 H -0.435 -0.170 -3.785
72 H -1.446 -1.559 -3.402
73 H -2.226 0.837 -0.970
74 H -4.142 -0.322 -1.011
75 H -3.450 -1.815 -1.647
76 H -3.020 -1.234 -0.051
77 H -2.079 0.943 -3.686
78 H -3.381 1.428 -2.698
79 H -3.941 0.155 -4.728
80 H -3.366 -1.337 -4.023
81 H -4.728 -0.456 -3.307
82 Cl 4.213 7.573 -5.417
83 C 4.223 6.635 -3.899
84 C 3.685 5.243 -4.076
85 Cl 1.924 5.243 -4.412
86 H 3.648 7.182 -3.162
87 H 5.258 6.580 -3.564
88 H 3.835 4.691 -3.152
89 H 4.176 4.713 -4.888
90 Cl 2.997 6.396 -0.871
91 C 3.779 7.080 0.582
92 C 4.983 7.911 0.221
93 Cl 6.305 6.910 -0.437
94 H 4.046 6.252 1.233
95 H 3.038 7.698 1.085
96 H 5.366 8.406 1.112
97 H 4.738 8.666 -0.521
98 Cl -4.719 -0.776 3.793
99 C -5.338 0.846 4.233
100 C -4.545 1.932 3.560
101 Cl -2.877 2.035 4.196
102 H -5.309 0.936 5.316
103 H -6.374 0.899 3.910
104 H -5.008 2.903 3.728
105 H -4.488 1.756 2.488
106 Cl -6.983 -6.170 1.248
107 C -5.869 -6.777 2.504
108 C -5.860 -5.909 3.734
109 Cl -5.132 -4.310 3.415
110 H -4.878 -6.841 2.061
111 H -6.201 -7.778 2.770
112 H -5.256 -6.374 4.508
113 H -6.863 -5.744 4.119
114 Cl -2.344 -6.374 4.941
115 C -2.521 -5.696 6.584
116 C -3.339 -6.589 7.482
117 Cl -5.049 -6.648 6.979
118 H -2.969 -4.710 6.488
119 H -1.517 -5.590 6.993
120 H -3.319 -6.203 8.499
121 H -2.958 -7.607 7.486
122 Cl 7.018 -0.553 1.891
123 C 7.156 1.191 2.265
124 C 8.397 1.490 3.064
125 Cl 8.309 0.811 4.706
126 H 6.255 1.484 2.800
127 H 7.192 1.719 1.313
128 H 8.507 2.568 3.165
129 H 9.286 1.090 2.583
130 Cl 6.280 -0.127 -7.091
131 C 4.924 -0.659 -8.118
132 C 3.746 0.277 -8.028
133 Cl 2.981 0.220 -6.414
134 H 4.652 -1.666 -7.813
135 H 5.289 -0.688 -9.143
136 H 2.987 -0.014 -8.752
137 H 4.038 1.306 -8.221
138 Cl -8.425 1.994 4.688
139 C -9.409 0.506 4.808
140 C -10.023 0.352 6.175
141 Cl -8.790 0.029 7.420
142 H -8.766 -0.338 4.567
143 H -10.189 0.581 4.054
144 H -10.707 -0.495 6.171
145 H -10.570 1.244 6.468

---

No. 3
The following is a DFT calculation (ωB97M-V/def2-TZVPD) of C8H23HgN2O6 as an isolated structure at a distorted geometry.

As for the net charge: -1. The spin multiplicity is 1. The max |F| comes out at 7.51 eV/A.

CARTESIAN COORDINATES (ANGSTROEM)
1 Hg -0.794 -12.287 19.831
2 C 0.718 -14.682 17.342
3 C 1.651 -13.465 17.570
4 O 1.185 -12.570 18.606
5 H -0.262 -14.448 16.927
6 H 0.462 -15.219 18.255
7 H 1.106 -15.447 16.669
8 H 1.680 -12.900 16.638
9 H 2.658 -13.725 17.894
10 C -4.499 -14.314 17.520
11 C -3.052 -14.438 18.121
12 O -2.738 -13.596 19.242
13 H -4.725 -14.843 16.594
14 H -4.932 -13.344 17.275
15 H -5.195 -14.769 18.224
16 H -2.298 -14.393 17.334
17 H -2.967 -15.494 18.377
18 C -2.007 -9.596 17.952
19 O -1.028 -9.985 18.968
20 H -1.973 -8.518 17.790
21 H -1.728 -10.070 17.011
22 H -3.031 -9.888 18.185
23 C -0.947 -11.773 22.777
24 C -0.017 -10.618 22.466
25 O 0.691 -11.018 21.289
26 O -1.996 -11.816 21.817
27 H -1.327 -11.738 23.799
28 H -0.381 -12.704 22.800
29 H 0.629 -10.516 23.338
30 H -0.549 -9.668 22.434
31 H 1.325 -10.325 21.090
32 H -2.637 -12.445 22.157
33 C -0.311 -15.273 21.456
34 O -0.123 -14.196 20.927
35 N -1.423 -15.812 21.868
36 N 0.677 -16.044 21.579
37 H -1.361 -16.768 22.188
38 H -2.252 -15.323 21.564
39 H 1.504 -15.912 21.013
40 H 0.534 -16.908 22.082

---

No. 4
The following is a DFT calculation (ωB97M-V/def2-TZVPD) of a 5-piece molecular cluster, C14H41N3O5 overall at a distorted geometry.

As for the SMILES: COC[C@H](C)N.COC[C@H](C)N.COC[C@H](C)N.CO.CO. As for the net charge: 0. As for the energy above the lowest of the compared OMol25 structures with the same formula, charge and spin: 7.278 eV. The spin multiplicity is 1. The max |F| comes out at 7.58 eV/A.

CARTESIAN COORDINATES (ANGSTROEM)
1 C -1.186 -3.137 3.364
2 C -1.057 -2.076 2.225
3 C 0.068 -1.079 2.211
4 O -0.106 -0.294 3.303
5 C 1.055 0.445 3.691
6 N -1.186 -2.782 0.860
7 H -2.149 -3.864 3.396
8 H -1.115 -2.554 4.290
9 H -0.285 -3.763 3.348
10 H -1.874 -1.422 2.049
11 H 0.125 -0.561 1.311
12 H 0.941 -1.470 2.179
13 H 2.093 -0.059 3.797
14 H 0.680 0.944 4.664
15 H 1.256 1.185 2.842
16 H -2.042 -3.162 0.785
17 H -0.669 -3.616 0.949
18 C -5.189 5.809 -1.127
19 C -4.182 5.926 0.009
20 C -3.044 4.888 -0.018
21 O -3.515 3.614 0.054
22 C -2.638 2.570 0.028
23 N -3.632 7.354 0.006
24 H -5.684 4.871 -0.904
25 H -4.740 5.707 -2.068
26 H -6.036 6.621 -1.199
27 H -4.732 5.990 1.042
28 H -2.296 5.016 0.695
29 H -2.546 4.885 -0.964
30 H -3.242 1.704 0.224
31 H -1.677 2.399 0.918
32 H -2.171 2.396 -0.905
33 H -3.020 7.584 0.752
34 H -4.315 8.009 0.274
35 C 4.755 -2.426 -1.832
36 C 3.748 -3.077 -0.781
37 C 3.561 -2.109 0.341
38 O 4.624 -2.323 1.241
39 C 4.767 -1.181 2.121
40 N 2.471 -3.487 -1.407
41 H 4.778 -3.085 -2.763
42 H 5.672 -2.356 -1.421
43 H 4.235 -1.530 -2.143
44 H 4.259 -3.934 -0.254
45 H 2.566 -2.289 0.813
46 H 3.334 -1.142 0.072
47 H 5.698 -1.172 2.617
48 H 4.046 -1.368 2.863
49 H 4.373 -0.357 1.711
50 H 1.779 -2.744 -1.018
51 H 2.098 -4.249 -1.068
52 C -0.270 -0.416 -1.685
53 O 0.288 -1.563 -1.408
54 H 0.465 0.382 -1.252
55 H -1.205 -0.368 -1.335
56 H -0.331 -0.087 -2.692
57 H -0.334 -2.173 -0.951
58 C 0.499 -2.459 -4.933
59 O 0.052 -3.096 -6.185
60 H 0.297 -1.401 -5.116
61 H 1.455 -2.795 -4.718
62 H -0.031 -2.614 -4.014
63 H 0.462 -2.659 -6.887

---

No. 5
The following is a DFT calculation (ωB97M-V/def2-TZVPD) of Cl2O3S2 as an isolated structure at a distorted geometry.

As for the net charge: 0. As for the energy above the lowest of the compared OMol25 structures with the same formula, charge and spin: 0.733 eV. The spin multiplicity is 1. The max |F| comes out at 3.05 eV/A.

CARTESIAN COORDINATES (ANGSTROEM)
1 O 0.285 -0.334 1.375
2 O 1.919 0.103 -0.485
3 O -0.026 1.474 -0.766
4 S -0.877 -0.980 0.746
5 S 1.150 1.191 0.066
6 Cl -2.169 0.316 0.178
7 Cl -0.281 -1.770 -1.116

---

No. 6
The following is a DFT calculation (ωB97M-V/def2-TZVPD) of C25H31N3O2 as an isolated structure at a distorted geometry.

As for the net charge: 0. As for the energy above the lowest of the compared OMol25 structures with the same formula, charge and spin: 23.574 eV. The spin multiplicity is 1. The max |F| comes out at 15.30 eV/A.

CARTESIAN COORDINATES (ANGSTROEM)
1 C 3.372 4.085 -1.325
2 N 3.031 2.714 -0.919
3 C 2.950 2.547 0.466
4 H 3.179 1.665 0.789
5 C 1.514 3.211 0.951
6 O 1.316 4.467 0.896
7 H 2.010 5.047 1.463
8 C 0.602 2.182 0.192
9 O 0.826 0.872 0.695
10 C -0.013 -0.129 0.301
11 C -0.755 -0.144 -0.810
12 C -1.544 -1.089 -1.306
13 C -1.602 -2.167 -0.615
14 C -0.497 -2.583 0.420
15 C 0.182 -1.364 0.736
16 H 1.050 -1.498 1.742
17 H -0.440 -3.355 0.979
18 C -2.378 -3.413 -0.877
19 N -3.817 -3.388 -0.466
20 H -3.997 -2.403 -0.583
21 C -3.781 -3.331 0.976
22 C -4.473 -2.362 1.790
23 C -3.952 -1.058 1.579
24 C -4.313 -0.082 0.752
25 C -3.800 1.108 0.244
26 N -2.827 1.470 1.290
27 C -2.430 0.799 2.263
28 C -2.919 -0.738 2.286
29 H -2.469 -1.232 3.220
30 H -1.530 0.957 2.886
31 H -4.074 1.846 -0.283
32 H -5.314 -0.171 -0.126
33 H -5.650 -2.356 1.241
34 H -4.827 -2.414 2.791
35 H -2.777 -3.241 1.522
36 H -4.143 -4.569 1.275
37 H -2.117 -4.394 -0.774
38 H -2.445 -3.582 -1.816
39 H -2.326 -0.981 -1.950
40 H -0.865 0.884 -1.186
41 H -0.434 2.506 0.739
42 H 1.023 2.153 -0.603
43 H 1.711 2.865 2.116
44 H 3.806 3.473 1.066
45 C 4.230 1.849 -1.590
46 C 3.429 0.416 -1.373
47 C 4.052 -0.492 -0.498
48 C 3.461 -1.760 -0.431
49 C 2.494 -2.198 -1.447
50 C 2.106 -1.180 -2.150
51 C 2.463 0.060 -2.244
52 H 2.020 0.819 -2.881
53 H 0.917 -1.536 -2.822
54 H 2.045 -3.115 -1.154
55 H 3.975 -2.583 0.252
56 H 5.084 -0.445 0.172
57 H 5.082 1.972 -0.995
58 H 4.407 2.113 -2.498
59 H 3.429 4.039 -2.512
60 H 4.299 4.429 -0.740
61 H 2.444 4.804 -1.120

---

No. 7
The following is a DFT calculation (ωB97M-V/def2-TZVPD) of the molecule C3H3NO3 at a distorted geometry.

As for the SMILES: [H]/N=C/C(=O)C(=O)O. As for the net charge: 0. As for the energy above the lowest of the compared OMol25 structures with the same formula, charge and spin: 3.660 eV. The spin multiplicity is 1. The max |F| comes out at 4.50 eV/A.

CARTESIAN COORDINATES (ANGSTROEM)
1 C -1.116 -0.340 0.090
2 C -0.044 1.106 0.622
3 C 0.829 0.517 -0.401
4 O -0.717 -1.573 0.379
5 N 1.951 0.043 -0.005
6 O -2.224 -0.007 -0.221
7 O -0.300 1.859 1.464
8 H -1.456 -2.198 0.264
9 H 2.572 -0.190 -0.775
10 H 0.505 0.783 -1.417

---

| no. | E (Ha) | lowest unoccupied orbital energy (eV) |
| --- | --- | --- |
| 1 | -4868.1654 | -0.128 |
| 2 | -16467.0285 | -1.650 |
| 3 | -1032.8263 | 2.466 |
| 4 | -1098.1353 | 0.536 |
| 5 | -1942.4240 | -0.897 |
| 6 | -1285.1930 | 0.434 |
| 7 | -396.4899 | 0.099 |